Model i:
2 unconnected molecules or ions with the total composition C5H6N2. Source: OMol25; level of theory: ωB97M-V/def2-TZVPD.

Properties
SMILES string ... [H]/N=C\CC#C.C#N
HOMO level ... -9.681 eV

The geometry in ORCA input format:
```
! RIJCOSX wB97M-V def2-TZVPD def2/J DEFGRID3
* xyz 0 1
C 1.34 1.66 1.20
C 1.03 0.83 0.41
C -3.43 0.60 0.18
C 0.55 -1.43 0.58
C 0.43 -0.23 -0.43
N -3.17 0.74 -0.93
N -0.22 -1.74 1.51
H 1.54 2.36 1.94
H -0.63 0.09 -0.52
H 1.43 -2.04 0.45
H 1.07 -0.39 -1.49
H -1.13 -1.33 1.45
H -4.02 0.48 1.09
*
```

Table of Mulliken atomic charges, one value per atom, all in e: 0.115, -0.572, 0.083, -0.085, -0.039, -0.351, -0.592, 0.427, -0.143, 0.371, 0.275, 0.228, 0.282

Model ii:
C5H6N2 in the gas phase. Source: OMol25; level of theory: ωB97M-V/def2-TZVPD.

Properties
HOMO level ... -8.060 eV

The geometry in ORCA input format:
```
! RIJCOSX wB97M-V def2-TZVPD def2/J DEFGRID3
* xyz 0 1
C 0.05 0.54 -0.68
C -1.26 0.26 -0.42
C -1.56 -0.73 0.49
C -2.67 0.28 0.23
C 2.25 -0.37 -0.03
N 0.33 -0.92 1.09
N 0.83 -0.24 0.12
H 0.60 1.44 -1.16
H -2.99 1.16 0.85
H -3.66 -0.25 -0.20
H 2.71 -1.02 0.68
H 2.58 -0.74 -1.05
H 2.80 0.60 0.09
*
```

Table of Mulliken atomic charges, one value per atom, all in e: -0.415, 0.181, -0.305, -0.208, -0.793, -0.678, 0.655, 0.228, 0.226, 0.183, 0.322, 0.291, 0.312

What are the relative energies? In hartree: model i 0.0000; model ii 0.1371.

Model i:
A molecular structure, C3H4N2OS. Source: OMol25; level of theory: ωB97M-V/def2-TZVPD.

Properties
HOMO level ... -9.094 eV

The geometry in ORCA input format:
```
! RIJCOSX wB97M-V def2-TZVPD def2/J DEFGRID3
* xyz 0 1
C 0.29 0.12 0.23
C 1.58 -0.35 -0.08
C 2.72 -0.68 -0.33
H -2.89 -0.31 -0.16
H -0.38 -1.43 1.81
H -1.43 2.47 -0.81
H 3.82 -0.82 -0.72
N -0.64 -0.77 0.71
N -0.01 1.28 -0.27
O -1.28 1.77 0.03
S -1.79 -1.28 -0.43
*
```

Table of Mulliken atomic charges, one value per atom, all in e: -0.047, -0.236, 0.296, 0.146, 0.365, 0.393, 0.357, -0.353, -0.391, -0.381, -0.148

Model ii:
C3H4N2OS in the gas phase. Source: OMol25; level of theory: ωB97M-V/def2-TZVPD.

Properties
SMILES string ... [H]/N=C(/C=S)NC=O
HOMO level ... -8.881 eV

The geometry in ORCA input format:
```
! RIJCOSX wB97M-V def2-TZVPD def2/J DEFGRID3
* xyz 0 1
C 0.56 0.56 0.02
C -1.50 -0.83 -0.18
C 1.38 -0.63 0.39
H 0.46 2.42 -0.39
H -1.40 1.22 -0.10
H -2.59 -0.68 -0.28
H 0.92 -1.26 1.19
N 1.14 1.69 -0.17
N -0.84 0.37 -0.03
O -0.96 -1.91 -0.21
S 2.82 -0.96 -0.23
*
```

Table of Mulliken atomic charges, one value per atom, all in e: 0.595, 0.051, -0.307, 0.212, 0.229, 0.329, 0.280, -0.562, -0.153, -0.499, -0.177

Model iii:
2 unconnected molecules or ions with the total composition C3H4N2OS. Source: OMol25; level of theory: ωB97M-V/def2-TZVPD.

Properties
SMILES string ... N#CC#[N+][O-].CS
HOMO level ... -9.256 eV

The geometry in ORCA input format:
```
! RIJCOSX wB97M-V def2-TZVPD def2/J DEFGRID3
* xyz 0 1
C 1.24 -1.74 0.42
C 0.37 1.96 0.09
C 0.01 -2.01 -0.07
N 2.35 -1.54 0.66
N -0.99 -2.54 -0.37
O -2.03 -2.95 -0.72
S -1.11 1.06 0.58
H 0.97 1.40 -0.57
H 1.05 1.97 1.01
H 0.02 2.94 -0.42
H -1.88 1.44 -0.61
*
```

Table of Mulliken atomic charges, one value per atom, all in e: 0.037, -0.743, 0.428, -0.423, 0.573, -0.612, -0.248, 0.288, 0.266, 0.288, 0.146

Model iv:
C3H4N2OS in the gas phase. Source: OMol25; level of theory: ωB97M-V/def2-TZVPD.

Properties
SMILES string ... N=[S@@]1(=O)C=CN=C1
HOMO level ... -9.416 eV

The geometry in ORCA input format:
```
! RIJCOSX wB97M-V def2-TZVPD def2/J DEFGRID3
* xyz 0 1
C 1.46 -0.45 -0.14
C 0.24 -1.04 -0.43
C 0.22 1.05 0.99
N 1.38 0.80 0.52
N -1.64 0.82 -0.72
O -1.91 -0.84 1.29
S -0.94 -0.18 0.46
H 2.37 -0.61 -0.56
H 0.20 -2.00 -0.93
H -0.12 2.07 1.07
H -1.26 0.38 -1.55
*
```

Table of Mulliken atomic charges, one value per atom, all in e: -0.297, -0.406, 0.050, -0.425, -0.579, -0.626, 0.792, 0.501, 0.384, 0.356, 0.251

What are the relative energies? In hartree: model i 0.2032; model ii 0.0000; model iii 0.1250; model iv 0.1372.

Model i:
C3H4N2OS in the gas phase. Source: OMol25; level of theory: ωB97M-V/def2-TZVPD.

Properties
HOMO level (spin up / spin down) ... -6.699 / -8.226 eV

The geometry in ORCA input format:
```
! RIJCOSX wB97M-V def2-TZVPD def2/J DEFGRID3
* xyz 0 1
C -0.53 0.62 0.22
C 1.84 -0.02 0.12
C -1.90 1.07 0.07
N 0.64 0.55 0.16
N 0.71 -2.00 -0.36
O 1.85 -1.32 -0.18
S 3.23 0.88 0.27
H -2.16 1.22 -0.98
H -2.13 1.85 0.70
H -2.39 0.19 0.25
H 0.83 -3.05 -0.28
*
```

Table of Mulliken atomic charges, one value per atom, all in e: 0.569, 0.302, -1.093, -0.022, -0.501, -0.091, -0.363, 0.292, 0.334, 0.347, 0.225

Model ii:
C3H4N2OS in the gas phase. Source: OMol25; level of theory: ωB97M-V/def2-TZVPD.

Properties
SMILES string ... Oc1[nH]cnc1S
HOMO level ... -7.537 eV

The geometry in ORCA input format:
```
! RIJCOSX wB97M-V def2-TZVPD def2/J DEFGRID3
* xyz 0 1
C -0.92 -0.22 -0.17
C 0.90 -1.25 -0.08
C 0.10 0.80 -0.02
H -2.96 -1.16 0.43
H 1.59 -2.05 0.24
H 2.27 0.28 0.38
H 0.84 2.64 -0.37
N -0.42 -1.42 -0.31
N 1.28 0.07 0.05
O -0.05 2.19 -0.13
S -2.63 0.12 -0.02
*
```

Table of Mulliken atomic charges, one value per atom, all in e: 0.390, -0.243, 0.295, 0.151, 0.326, 0.262, 0.328, -0.575, -0.103, -0.506, -0.323

Model iii:
2 unconnected molecules or ions with the total composition C3H4N2OS. Source: OMol25; level of theory: ωB97M-V/def2-TZVPD.

Properties
SMILES string ... CC#[N+][S-].N=C=O
HOMO level ... -8.466 eV

The geometry in ORCA input format:
```
! RIJCOSX wB97M-V def2-TZVPD def2/J DEFGRID3
* xyz 0 1
C -0.41 -0.85 -0.85
C 0.92 1.09 0.95
C -1.17 -1.30 0.30
N 0.41 -0.27 -1.47
N 0.67 2.13 0.40
O 1.15 0.22 1.70
S 1.40 0.63 -2.20
H -1.34 -2.45 0.26
H -2.03 -0.79 0.13
H -0.63 -0.95 1.17
H 1.04 2.55 -0.40
*
```

Table of Mulliken atomic charges, one value per atom, all in e: 0.458, 0.613, -0.874, -0.114, -0.429, -0.495, -0.290, 0.289, 0.286, 0.274, 0.282

What are the relative energies? In hartree: model i 0.1759; model ii 0.0000; model iii 0.0301.

Model i:
C3H4N2OS in the gas phase. Source: OMol25; level of theory: ωB97M-V/def2-TZVPD.

Properties
SMILES string ... Cn1ncsc1=O
HOMO level ... -9.301 eV

The geometry in ORCA input format:
```
! RIJCOSX wB97M-V def2-TZVPD def2/J DEFGRID3
* xyz 0 1
C 2.03 -1.50 0.14
C 1.79 0.92 -0.09
C -0.70 0.59 0.07
N 0.83 -1.16 0.09
N 0.70 0.19 0.07
O 1.90 2.15 -0.29
S 3.15 -0.20 -0.01
H 2.28 -2.63 0.10
H -0.92 0.46 1.11
H -0.79 1.65 -0.28
H -1.28 -0.21 -0.52
*
```

Table of Mulliken atomic charges, one value per atom, all in e: -0.084, 0.581, -0.799, -0.749, 0.577, -0.638, -0.133, 0.344, 0.316, 0.340, 0.245

Model ii:
2 unconnected molecules or ions with the total composition C3H4N2OS. Source: OMol25; level of theory: ωB97M-V/def2-TZVPD.

Properties
SMILES string ... N#[N+][S-].CC#CO
HOMO level ... -9.192 eV

The geometry in ORCA input format:
```
! RIJCOSX wB97M-V def2-TZVPD def2/J DEFGRID3
* xyz 0 1
C 0.72 -0.08 0.49
C 1.30 -1.12 0.40
C -0.03 1.15 0.26
N 0.50 -3.86 -2.09
N -0.07 -3.00 -2.57
O 1.62 -2.41 0.71
S -0.65 -1.89 -3.39
H 0.41 2.15 0.61
H -0.16 1.11 -0.82
H -1.05 1.27 0.69
H 2.43 -2.43 1.26
*
```

Table of Mulliken atomic charges, one value per atom, all in e: -0.296, 0.719, -1.046, -0.166, 0.267, -0.476, -0.105, 0.257, 0.237, 0.272, 0.337

Model iii:
C3H4N2OS in the gas phase. Source: OMol25; level of theory: ωB97M-V/def2-TZVPD.

Properties
SMILES string ... [H]/N=C\N(C=O)C=S
HOMO level ... -9.638 eV

The geometry in ORCA input format:
```
! RIJCOSX wB97M-V def2-TZVPD def2/J DEFGRID3
* xyz 0 1
C -1.54 0.76 -0.07
C -0.54 -1.42 0.08
C 0.86 0.56 0.35
H -0.79 2.56 0.01
H -2.44 0.13 -0.19
H 0.39 -1.97 0.20
H 0.75 1.58 0.71
N -1.64 2.03 -0.12
N -0.38 -0.01 0.07
O -1.66 -1.93 -0.04
S 2.30 -0.02 -0.14
*
```

Table of Mulliken atomic charges, one value per atom, all in e: 0.209, 0.199, -0.232, 0.209, 0.409, 0.279, 0.252, -0.623, 0.056, -0.513, -0.246

What are the relative energies? In hartree: model i 0.0000; model ii 0.1129; model iii 0.0062.